105
Properties=species:S:1:pos:R:3:mulliken_charge:R:1 method="wB97M-V/def2-TZVPD" lumo_ev=-0.4833 gap_ev=5.26 total_charge=0 de_lowest_kj_mol=226.7 e_tot_ha=-3278.7236
Hf 2.497 1.536 0.641 2.395
C -0.052 0.823 -0.020 -0.037
O 0.466 1.733 -0.584 -0.804
O 0.716 -0.061 -0.207 1.273
O 0.195 1.072 1.153 1.146
C 5.045 2.314 1.225 0.707
O 4.756 2.333 0.008 -0.698
O 4.130 2.881 1.746 -0.640
O 4.808 1.163 1.516 -0.655
C -2.122 3.212 -2.838 0.573
O -3.041 3.354 -3.610 -0.740
N -1.219 2.253 -2.886 -0.042
N -1.889 3.870 -1.759 -0.160
H -0.476 2.256 -2.201 -0.298
H -1.225 1.542 -3.603 0.214
H -1.037 3.703 -1.242 -0.039
H -2.385 4.749 -1.711 0.216
C 2.065 0.577 4.125 0.426
O 2.323 0.917 2.935 -0.400
N 2.729 1.069 5.197 -0.552
N 1.112 -0.175 4.546 -0.273
H 3.337 1.815 4.892 0.313
H 2.421 0.845 6.132 0.141
H 0.946 -0.259 5.538 0.215
H 0.628 -0.797 3.914 0.153
C 3.083 -1.965 1.210 0.172
O 2.950 -0.802 1.018 -0.018
N 3.996 -2.627 0.598 -0.409
N 2.496 -2.651 2.151 -0.306
H 4.458 -2.173 -0.177 0.252
H 4.262 -3.574 0.828 0.165
H 1.727 -2.323 2.718 0.014
H 2.897 -3.575 2.227 0.170
C 0.852 -2.978 -2.495 0.273
O 0.947 -3.889 -3.260 -0.732
N 0.491 -1.779 -2.868 -0.096
N 1.274 -2.906 -1.308 0.150
H -0.141 -1.551 -3.622 0.249
H 0.547 -1.150 -2.080 -0.176
H 1.579 -3.751 -0.847 0.269
H 0.783 -2.254 -0.712 -0.301
C -1.209 -2.378 2.398 0.125
O -0.307 -2.296 3.223 -1.018
N -2.312 -2.905 2.649 -0.198
N -1.165 -1.876 1.191 1.606
H -3.079 -2.957 1.994 0.104
H -2.372 -3.195 3.615 0.274
H -1.931 -1.957 0.538 -0.130
H -0.326 -1.330 1.054 -1.302
C 0.583 4.042 2.712 0.504
O 1.333 3.477 1.888 -0.182
N -0.261 3.444 3.356 -0.189
N 0.387 5.323 2.775 -0.527
H -1.017 3.944 3.803 0.247
H -0.215 2.459 3.138 -0.058
H -0.154 5.623 3.574 0.113
H 0.876 6.091 2.338 0.102
C -3.634 -0.577 -0.965 0.647
O -3.570 -1.593 -0.365 -0.792
N -4.500 0.325 -0.662 -0.406
N -2.890 -0.284 -1.984 -0.091
H -4.681 1.070 -1.319 0.144
H -4.942 0.372 0.245 0.228
H -2.928 0.624 -2.424 -0.054
H -2.331 -0.902 -2.554 0.006
C -3.245 2.039 2.172 0.260
O -4.204 2.576 2.690 -0.761
N -2.461 2.586 1.315 0.146
N -2.754 0.948 2.646 -0.044
H -2.879 3.329 0.773 0.219
H -1.701 2.049 0.922 -0.653
H -3.273 0.502 3.389 0.228
H -2.137 0.384 2.079 -0.317
C -1.586 -6.349 0.283 0.684
O -2.588 -6.229 0.982 -0.714
N -1.334 -7.324 -0.477 -0.373
N -0.729 -5.388 0.185 -0.231
H -1.726 -8.213 -0.203 0.259
H -0.531 -7.384 -1.087 0.172
H 0.119 -5.414 -0.362 0.094
H -0.929 -4.658 0.854 0.018
C 3.185 1.025 -2.813 0.420
O 3.067 0.781 -1.594 -0.493
N 3.410 2.199 -3.322 -0.396
N 2.910 0.169 -3.725 -0.524
H 3.274 2.275 -4.320 0.149
H 3.695 2.978 -2.746 0.260
H 2.431 -0.692 -3.500 0.207
H 2.833 0.444 -4.694 0.165
C -3.150 -3.713 -3.285 0.665
O -4.220 -3.163 -3.527 -0.716
N -2.701 -4.588 -4.154 -0.541
N -2.484 -3.525 -2.233 0.049
H -1.704 -4.568 -4.315 0.241
H -3.225 -4.527 -5.015 0.285
H -1.632 -4.063 -2.163 0.005
H -2.911 -3.248 -1.361 0.052
C 1.853 4.733 -1.038 0.541
O 2.361 3.738 -0.633 -0.280
N 1.446 5.738 -0.293 -0.426
N 1.679 5.013 -2.311 -0.432
H 1.307 5.507 0.681 0.018
H 1.024 6.525 -0.764 0.144
H 1.393 5.939 -2.594 0.150
H 1.836 4.249 -2.952 0.203

74
Properties=species:S:1:pos:R:3:mulliken_charge:R:1 method="wB97M-V/def2-TZVPD" lumo_ev=0.3979 gap_ev=9.75 total_charge=0 de_lowest_kj_mol=138.9 smiles="NC(N)=O.CCO.CCO.CCO.CCO.CO.CO.CO.CO.CO" e_tot_ha=-1423.9157
C 6.411 -5.900 -30.945 0.457
C 5.067 -5.321 -30.969 0.173
O 4.488 -5.178 -29.740 0.235
H 6.330 -6.891 -30.405 -0.381
H 7.056 -5.266 -30.328 -1.097
H 6.991 -6.052 -31.864 0.437
H 4.409 -5.922 -31.601 0.481
H 5.204 -4.280 -31.315 -0.109
H 3.497 -5.073 -29.832 0.086
C 0.853 -2.447 -32.607 -1.148
C 1.810 -3.670 -32.518 -0.567
O 2.745 -3.208 -31.593 -0.578
H 0.435 -2.234 -31.615 0.265
H 0.075 -2.707 -33.262 0.452
H 1.305 -1.550 -33.095 0.279
H 2.223 -3.887 -33.480 0.417
H 1.330 -4.523 -32.179 0.492
H 3.327 -2.672 -32.153 0.325
C 10.393 -4.429 -31.166 -1.227
C 9.838 -4.252 -29.755 0.283
O 10.603 -3.240 -29.213 -0.577
H 10.356 -3.551 -31.744 0.337
H 9.876 -5.164 -31.816 0.275
H 11.404 -4.755 -31.040 0.372
H 10.034 -5.127 -29.182 0.410
H 8.775 -4.227 -29.809 -0.226
H 10.083 -2.802 -28.497 0.359
C 7.243 -6.783 -27.414 0.367
C 7.414 -8.244 -27.320 -0.508
O 8.476 -8.607 -26.492 -0.571
H 6.401 -6.588 -27.991 -0.354
H 8.119 -6.411 -27.979 -0.147
H 7.353 -6.287 -26.472 0.411
H 7.583 -8.698 -28.326 0.230
H 6.519 -8.664 -26.878 0.296
H 9.248 -8.316 -26.928 0.309
C 1.773 -4.378 -28.363 0.363
O 1.169 -5.102 -27.390 -0.748
N 2.269 -3.224 -28.205 -0.270
N 1.832 -4.691 -29.643 -0.306
H 2.470 -2.962 -27.225 0.281
H 2.877 -2.726 -28.892 0.284
H 1.392 -5.616 -29.913 0.175
H 2.291 -4.114 -30.406 0.394
C 5.149 -0.730 -33.388 -0.962
O 4.835 -1.871 -32.631 -0.537
H 4.352 -0.565 -34.121 0.372
H 5.952 -0.777 -34.109 0.326
H 5.212 0.251 -32.919 0.362
H 5.149 -1.705 -31.754 0.153
C 3.991 -8.625 -31.001 -0.398
O 3.300 -8.667 -29.763 -0.492
H 3.409 -8.055 -31.698 0.198
H 4.107 -9.647 -31.448 0.402
H 5.036 -8.268 -30.847 0.077
H 3.133 -9.566 -29.527 0.262
C 3.928 -6.660 -26.406 -0.331
O 4.212 -7.770 -27.254 -0.538
H 4.238 -5.767 -26.953 -0.115
H 4.372 -6.604 -25.463 0.410
H 2.847 -6.639 -26.196 0.281
H 3.814 -7.649 -28.131 0.323
C 5.757 -3.373 -27.057 -0.395
O 6.259 -3.372 -28.344 -0.493
H 6.180 -4.279 -26.566 0.071
H 4.717 -3.386 -27.098 -0.010
H 6.001 -2.484 -26.429 0.282
H 5.628 -3.982 -28.831 0.110
C 7.843 -2.020 -31.214 -1.038
O 6.889 -1.545 -30.299 -0.631
H 8.730 -2.147 -30.698 0.558
H 8.149 -1.303 -31.959 0.438
H 7.628 -2.896 -31.743 0.384
H 6.669 -2.198 -29.643 0.503

32
Properties=species:S:1:pos:R:3:mulliken_charge:R:1 method="wB97M-V/def2-TZVPD" lumo_ev=0.7065 gap_ev=5.14 total_charge=-1 de_lowest_kj_mol=0.0 e_tot_ha=-7757.0040
Ni 1.226 -2.302 1.119 -0.072
O -0.447 1.288 1.382 -0.377
C 0.126 0.142 1.547 0.490
O 0.299 -0.640 0.610 -0.670
C 0.606 -0.288 2.899 0.461
C 0.523 0.330 4.120 -0.268
C 1.051 -0.348 5.225 -0.257
C 1.619 -1.602 5.072 -0.461
C 1.659 -2.153 3.800 0.791
N 1.168 -1.486 2.775 -0.030
C 2.210 -3.504 3.348 0.253
O 2.727 -4.245 4.154 -0.647
O 2.036 -3.696 2.079 -0.635
H -0.692 1.359 0.370 -0.052
H 0.058 1.302 4.202 0.516
H 1.015 0.110 6.204 0.430
H 2.023 -2.162 5.904 0.491
F -2.772 3.935 -6.298 -0.319
C -2.305 3.220 -5.261 0.482
C -1.607 2.049 -5.474 0.131
F -1.397 1.632 -6.733 -0.308
C -1.128 1.319 -4.401 0.573
F -0.455 0.200 -4.682 -0.278
C -1.322 1.711 -3.078 -0.649
Se -0.681 0.672 -1.622 -0.254
C -2.029 2.900 -2.909 0.555
F -2.270 3.378 -1.676 -0.278
C -2.515 3.646 -3.965 0.003
F -3.195 4.786 -3.748 -0.321
Se 1.654 -4.704 -2.963 -0.299
C 1.466 -3.736 -1.488 0.577
N 1.349 -3.114 -0.512 -0.580